Record 1
69
Properties=species:S:1:pos:R:3:forces:R:3:nbo_charge:R:1 method="wB97M-V/def2-TZVPD" homo_lumo_gap_ev="7.7 / 5.5" spin_multiplicity=2 total_charge=0 largest_force_ha_per_bohr=0.06315
Cu 1.391 0.530 -0.390 0.9 0.9 1.3 1.141
S -0.056 2.012 -1.496 0.5 -0.7 -1.1 -0.288
S 5.109 3.254 0.830 -0.1 -0.1 0.0 -0.231
S 1.344 0.258 2.156 -0.2 1.0 -1.3 -0.228
S 1.208 -1.500 -1.288 0.7 -0.1 0.9 -0.288
N -0.865 -1.916 -2.949 -1.2 0.6 -0.3 -0.369
N 2.840 1.735 0.146 1.9 1.3 0.1 -0.798
N 0.624 -2.228 2.844 0.0 -0.6 -0.4 -0.377
N -1.505 -1.075 -0.989 0.7 -0.3 -1.3 -0.533
N -1.535 1.123 0.633 1.0 -1.5 -1.3 -0.511
N -0.916 -1.335 1.538 1.8 2.3 0.1 -0.534
N -1.456 3.293 0.459 0.8 0.1 -0.7 -0.368
C -1.294 -2.596 1.840 0.2 -1.4 0.2 -0.040
C -1.579 4.733 -1.549 0.0 0.5 1.5 -0.618
C -0.879 -2.701 -5.342 -0.7 0.0 -0.9 -0.632
C 0.318 4.899 0.085 0.6 1.0 1.1 -0.628
C 0.333 -1.069 2.180 -2.2 -2.4 -0.4 0.246
C -0.348 -3.198 2.613 0.3 0.5 0.1 -0.103
C -1.198 4.656 -0.019 1.4 0.5 -1.3 0.145
C 1.862 -2.494 3.633 0.2 0.9 1.4 0.150
C 3.806 2.386 0.429 -2.1 -1.3 -0.5 0.181
C -1.894 5.717 0.857 1.3 0.1 0.2 -0.622
C -1.023 2.134 -0.133 -1.5 0.0 1.2 0.254
C -2.092 1.663 1.726 -1.0 0.6 1.4 -0.044
C -2.215 -1.621 -3.030 -0.3 0.0 -1.1 -0.091
C -0.075 -2.232 -4.164 2.5 0.4 1.0 0.149
C -2.592 -1.112 -1.853 -0.3 0.1 0.9 -0.041
C 1.846 -3.895 4.321 -0.3 0.2 -1.2 -0.619
C 0.595 -0.912 -4.660 -0.2 0.0 1.0 -0.622
C 0.953 -3.330 -3.640 -0.1 0.2 -1.6 -0.624
C 1.853 -1.481 4.784 -0.6 -0.8 1.3 -0.618
C 3.113 -2.302 2.809 0.4 -0.8 -0.3 -0.627
C -0.411 -1.555 -1.728 -2.0 1.1 0.5 0.291
C -2.041 3.002 1.642 -1.0 0.8 1.5 -0.080
B -1.756 -0.477 0.449 2.8 0.2 0.4 0.623
H 0.871 -4.005 4.803 0.3 -0.3 0.2 0.212
H -1.620 6.713 0.438 -0.6 -0.8 0.2 0.233
H 2.880 -2.696 1.818 0.5 0.1 -0.2 0.219
H 2.654 -3.953 5.067 -0.4 0.2 -0.3 0.234
H 1.411 -0.594 -4.015 0.1 -0.1 0.0 0.233
H 0.475 5.994 0.067 0.0 -0.4 -0.1 0.208
H 2.818 -1.437 5.263 0.5 -0.1 0.1 0.214
H -3.559 -0.792 -1.481 0.2 -0.1 -0.3 0.236
H 1.169 -1.886 5.559 0.1 0.5 -0.3 0.198
H 0.970 -1.076 -5.658 0.1 0.1 -0.3 0.213
H -0.175 -4.188 3.033 -0.7 0.5 -0.4 0.236
H -0.689 4.527 -2.119 -0.1 -0.4 -0.3 0.236
H -2.387 4.045 -1.733 -0.2 -0.3 -0.4 0.215
H 0.504 -3.923 -2.833 0.1 0.0 -0.4 0.222
H 1.885 -2.898 -3.272 -0.3 0.0 -0.1 0.243
H -1.896 5.724 -1.840 -0.2 0.4 0.2 0.213
H -1.414 -1.888 -5.862 0.2 0.0 0.5 0.217
H 0.967 4.491 -0.697 -0.5 -0.3 0.3 0.246
H 1.592 -0.465 4.539 -0.2 0.1 -0.3 0.240
H 3.939 -2.870 3.268 -0.3 0.0 -0.2 0.212
H 3.458 -1.280 2.755 -0.2 0.2 -0.2 0.248
H 0.670 4.568 1.092 -0.1 0.1 -0.8 0.223
H -0.245 -3.119 -6.162 -0.3 0.0 1.1 0.240
H -2.196 -3.023 1.437 0.0 0.0 0.0 0.225
H -2.564 1.109 2.506 0.0 -0.5 0.1 0.228
H -2.850 -0.626 0.723 -1.6 -0.4 0.1 -0.064
H 1.991 -4.714 3.582 -0.1 0.4 0.5 0.214
H 1.221 -3.965 -4.504 -0.2 0.0 0.5 0.211
H -2.744 -1.736 -3.986 0.2 0.0 0.9 0.236
H -1.649 -3.373 -5.019 -0.3 -0.9 -0.2 0.217
H -1.459 5.727 1.896 -0.6 -0.2 -0.9 0.218
H -2.392 3.778 2.358 0.3 -0.9 -0.9 0.239
H -2.956 5.547 0.877 -0.5 0.3 0.1 0.216
H -0.145 -0.084 -4.643 0.3 -0.6 -0.2 0.222


Record 2
11
Properties=species:S:1:pos:R:3:forces:R:3:nbo_charge:R:1 method="wB97M-V/def2-TZVPD" homo_lumo_gap_ev=10.6 total_charge=0 largest_force_ha_per_bohr=0.06978 e_above_lowest_ev=1.166
S 0.493 0.213 -0.666 0.2 -1.6 -1.5 1.664
O 1.676 0.417 -1.791 -3.5 -0.5 -0.5 -0.882
O -1.893 -1.222 -0.056 0.3 -2.5 -1.0 -0.534
O 0.443 1.389 0.149 0.8 1.2 1.2 -0.970
N 1.033 -1.076 0.314 1.8 1.4 1.2 -1.084
N -2.291 0.966 0.599 0.1 2.6 0.8 -0.752
C -1.976 -0.110 0.211 -1.2 0.7 1.2 0.822
H 2.550 0.417 -1.533 3.2 0.0 1.4 0.488
H -1.718 1.729 1.000 -0.6 -1.1 -0.8 0.451
H 1.244 -0.883 1.311 0.4 1.0 -1.0 0.393
H 0.438 -1.840 0.461 -1.6 -1.2 -1.1 0.404


Record 3
40
Properties=species:S:1:pos:R:3:forces:R:3:nbo_charge:R:1 method="wB97M-V/def2-TZVPD" homo_lumo_gap_ev="5.1 / 4.5" spin_multiplicity=2 total_charge=+1 largest_force_ha_per_bohr=0.05720 e_above_lowest_ev=0.897
Sb 4.465 -4.149 2.924 -1.3 0.5 -0.3 1.009
Sn 2.093 -2.175 1.522 0.7 1.3 -1.0 1.561
Br -0.648 -2.987 2.374 0.2 0.2 -0.3 0.183
S 3.193 -2.025 3.671 -0.3 -0.6 -1.0 -0.600
S 6.272 -3.052 1.991 0.4 0.2 -0.2 -0.194
S 2.998 -4.280 0.779 -0.1 0.8 0.9 -0.601
O 2.811 -0.718 0.137 0.1 -2.6 1.4 -0.855
O 3.838 -0.291 -2.177 0.2 -1.2 -0.1 -0.669
N 0.220 -0.481 0.753 -0.1 -1.3 0.6 -0.241
N 0.809 0.463 0.033 -0.1 0.6 -0.6 -0.433
C -4.071 -1.128 0.790 -0.6 0.5 -0.3 -0.136
C 3.139 3.732 -1.643 -0.2 0.0 0.2 -0.248
C 4.093 1.919 -2.888 -0.1 -0.5 0.4 -0.263
C -1.035 -0.748 0.629 0.8 0.8 -0.3 -0.006
C -5.018 1.084 0.602 -0.1 0.1 -0.1 -0.209
C 3.583 0.994 -1.958 -0.3 1.3 0.1 0.329
C 2.835 1.469 -0.865 0.2 -0.7 -0.2 -0.134
C -5.213 -1.651 0.166 0.4 0.1 0.0 -0.165
C -6.216 -0.811 -0.269 -0.1 0.0 0.0 -0.196
C 2.621 2.833 -0.723 0.2 0.3 -0.3 -0.188
C -1.721 -1.778 1.321 -0.9 -0.9 0.4 -0.119
C -3.052 -2.030 1.266 1.2 -0.3 0.4 -0.107
C -3.993 0.255 1.011 0.0 -0.3 0.1 -0.142
C 2.271 0.533 0.190 -0.4 1.3 0.3 0.223
C 3.882 3.267 -2.723 -0.1 0.0 0.2 -0.168
C -6.122 0.556 -0.051 0.1 0.0 0.0 -0.170
H -4.964 2.143 0.798 0.0 0.1 0.0 0.227
H -5.284 -2.714 -0.004 0.0 -0.1 0.0 0.222
H -3.402 -2.980 1.649 0.0 -0.1 0.1 0.239
H -1.639 -0.174 -0.072 0.0 0.0 0.1 0.230
H 2.046 3.197 0.118 0.0 0.0 0.1 0.213
H 4.307 3.965 -3.425 0.0 0.1 -0.1 0.224
H -6.918 1.207 -0.376 -0.1 0.1 0.0 0.230
H 2.437 0.989 1.180 0.0 -0.1 -0.1 0.166
H 2.970 4.789 -1.511 0.0 0.1 0.0 0.222
H 3.548 -0.825 -1.408 0.1 0.4 -0.3 0.509
H -3.163 0.657 1.573 0.1 0.1 0.0 0.207
H 4.667 1.523 -3.712 0.1 0.0 -0.1 0.232
H -7.080 -1.220 -0.770 -0.1 0.0 0.0 0.232
H 0.442 0.642 -0.901 0.1 -0.1 0.2 0.389


Record 4
6
Properties=species:S:1:pos:R:3:forces:R:3:nbo_charge:R:1 method="wB97M-V/def2-TZVPD" homo_lumo_gap_ev="8.1 / 8.1" total_charge=0 largest_force_ha_per_bohr=0.06623 e_above_lowest_ev=6.898
Cl -2.701 0.112 -0.230 -2.5 0.6 -2.2 0.364
O 1.808 -1.116 -0.676 -0.8 1.3 0.4 -0.293
O 1.242 0.865 0.709 0.9 -0.2 0.4 -0.294
N -1.655 -0.202 0.806 1.5 -1.0 2.8 -0.369
N 1.154 -0.179 -0.319 -0.5 0.0 0.1 0.512
N 0.151 0.520 -0.290 1.4 -0.7 -1.6 0.078


Record 5
36
Properties=species:S:1:pos:R:3:forces:R:3:nbo_charge:R:1 method="wB97M-V/def2-TZVPD" homo_lumo_gap_ev=10.1 total_charge=+1 largest_force_ha_per_bohr=0.13653 e_above_lowest_ev=4.786
O 2.794 -0.191 -1.458 5.8 -1.5 3.7 -0.984
O 3.925 -0.340 1.213 0.0 0.3 0.3 -0.945
O -1.625 -0.395 2.548 -0.6 -0.5 -0.2 -0.504
O 0.805 -3.736 -0.497 -1.0 2.9 -1.2 -0.951
O 1.560 0.529 1.993 -1.8 -1.0 -0.1 -0.963
O -0.840 2.811 2.678 2.1 -2.2 -3.7 -0.931
N -0.074 -1.067 0.315 -1.8 -2.2 1.7 -0.758
N -0.329 1.144 -1.794 1.5 2.5 -1.1 -0.694
C -2.233 -0.193 -0.856 -1.7 -0.9 -2.0 -0.462
C -0.819 2.434 -1.176 -0.6 0.6 0.0 -0.453
C -1.674 -1.075 0.246 0.4 -2.6 0.1 -0.147
C -2.315 -0.688 1.603 2.4 1.2 -0.5 0.432
C -1.360 0.228 -2.126 -2.1 -2.4 -0.7 -0.210
H 0.555 -4.464 0.001 -0.5 -2.3 1.4 0.494
H 0.338 -1.989 -0.118 -0.7 1.7 0.8 0.485
H -3.054 -0.857 -1.342 1.1 1.3 0.8 0.250
H 0.283 -0.209 -0.077 0.3 0.5 -0.8 0.457
H 1.720 -3.759 -0.688 1.5 -0.4 -0.2 0.497
H -0.878 -0.754 -2.566 -0.9 1.8 0.8 0.206
H -0.867 3.429 -1.740 0.1 -1.9 0.0 0.227
H 4.553 -0.892 0.780 1.1 -1.0 0.0 0.464
H 0.201 -0.996 1.346 -0.3 -0.2 -1.4 0.480
H -0.582 1.855 2.412 -0.3 2.4 0.4 0.466
H -0.274 2.677 -0.291 1.1 0.0 0.5 0.211
H -3.378 -0.481 1.543 -0.7 -0.3 0.2 0.157
H -1.795 2.277 -0.712 -0.1 0.0 -0.6 0.200
H -1.257 2.614 3.459 -1.8 -0.2 3.2 0.465
H -2.778 0.654 -0.389 0.5 -0.3 -0.6 0.228
H 2.133 0.283 2.694 0.8 -1.1 1.2 0.494
H 0.237 1.391 -2.666 -1.1 -0.5 1.6 0.388
H 3.667 0.178 0.453 -0.8 0.5 -0.2 0.476
H 1.959 1.338 1.793 0.6 2.3 -1.0 0.480
H 3.660 -0.102 -1.904 -1.6 0.1 -0.4 0.508
H -2.104 -2.188 0.080 1.7 2.2 0.2 0.250
H -2.179 0.564 -2.900 1.6 -0.3 1.2 0.204
H 2.026 -0.030 -1.855 -4.2 1.4 -3.4 0.481


Record 6
20
Properties=species:S:1:pos:R:3:forces:R:3:nbo_charge:R:1 method="wB97M-V/def2-TZVPD" homo_lumo_gap_ev=10.7 total_charge=0 largest_force_ha_per_bohr=0.06304 e_above_lowest_ev=1.571 smiles="CC(N)=O.CCC"
O 1.293 -0.881 1.914 -1.9 -0.3 0.6 -0.635
N 2.337 0.886 2.522 -1.8 -0.3 0.4 -0.805
C -1.552 0.397 -1.901 -0.2 2.4 0.3 -0.621
C 1.159 0.300 2.209 1.2 0.4 -2.7 0.673
C -0.056 1.179 1.733 0.6 -2.7 -1.5 -0.720
C -1.208 -0.924 -1.248 -0.7 -2.0 -2.4 -0.433
C 0.160 -1.516 -1.721 0.3 -1.4 1.8 -0.626
H 0.661 -0.915 -2.492 -0.6 -0.8 -0.5 0.203
H -2.032 -1.602 -1.657 1.2 0.4 0.6 0.194
H -1.601 1.283 -1.214 0.3 -0.7 -0.2 0.200
H -0.083 -2.635 -1.891 1.1 1.9 -0.5 0.218
H -2.570 0.468 -2.399 1.4 -0.5 0.3 0.215
H 3.070 0.254 2.553 1.6 -1.1 0.2 0.397
H -0.910 0.768 2.259 -0.4 0.3 -0.1 0.237
H 0.954 -1.510 -0.894 -1.3 0.0 -0.7 0.220
H -1.227 -1.117 -0.206 -0.4 0.8 1.2 0.221
H -0.155 0.851 0.606 0.1 0.7 2.2 0.252
H 2.488 1.818 2.661 0.3 2.6 0.5 0.380
H -0.006 2.251 1.773 0.3 0.3 0.4 0.221
H -0.721 0.645 -2.608 -1.0 -0.1 0.2 0.207


What did the fourth record say?
6
Properties=species:S:1:pos:R:3:forces:R:3:nbo_charge:R:1 method="wB97M-V/def2-TZVPD" homo_lumo_gap_ev="8.1 / 8.1" total_charge=0 largest_force_ha_per_bohr=0.06623 e_above_lowest_ev=6.898
Cl -2.701 0.112 -0.230 -2.5 0.6 -2.2 0.364
O 1.808 -1.116 -0.676 -0.8 1.3 0.4 -0.293
O 1.242 0.865 0.709 0.9 -0.2 0.4 -0.294
N -1.655 -0.202 0.806 1.5 -1.0 2.8 -0.369
N 1.154 -0.179 -0.319 -0.5 0.0 0.1 0.512
N 0.151 0.520 -0.290 1.4 -0.7 -1.6 0.078